Below is C24H72FINa2O32P8 as an isolated structure, with properties calculated with wB97M-V/def2-TZVPD.

The geometry in XYZ format:
```
140
Properties=species:S:1:pos:R:3:forces:R:3:mulliken_charge:R:1
Na -1.0074 2.5868 0.9534 0.8 0.3 0.1 0.686
Na 2.1964 3.0998 -1.3252 0.0 -0.1 0.6 0.616
F 0.8746 4.1709 0.3306 0.0 -0.7 -0.4 -0.899
I 0.4861 0.4456 -0.7754 0.0 0.0 0.1 -0.203
C 4.3066 3.5650 2.4289 -0.2 1.1 -0.7 -0.623
O 5.3395 2.6229 2.0305 0.0 -0.6 -0.6 -0.366
P 5.6400 2.3115 0.4799 1.0 0.3 -0.9 1.307
O 4.7812 3.0225 -0.4911 0.0 -0.6 0.8 -0.667
O 7.2004 2.6964 0.1728 -2.2 -0.3 0.0 -0.380
C 8.2308 2.2596 1.0218 0.8 0.0 0.7 -0.714
O 5.7189 0.7000 0.3151 0.6 1.4 0.4 -0.367
C 4.5336 -0.0695 0.3039 -1.5 -0.2 0.2 -0.171
H 4.0399 3.5254 3.4850 0.4 -0.8 -0.1 0.174
H 3.4144 3.4702 1.8100 -0.1 -0.3 0.1 0.275
H 4.6583 4.5830 2.2610 0.2 0.0 -0.1 0.445
H 8.4276 3.0343 1.7628 -0.2 -0.2 0.4 0.251
H 9.1701 2.1740 0.4755 -0.2 -0.2 -0.4 0.247
H 7.9849 1.2968 1.4698 0.1 0.1 0.2 0.296
H 4.3536 -0.5874 -0.6382 0.5 0.2 -0.2 -0.033
H 3.6635 0.5721 0.4435 -0.2 0.0 0.0 0.021
H 4.5235 -0.8194 1.0949 0.3 0.1 0.1 0.327
C -0.9062 -2.7520 -2.3778 -0.5 1.6 -0.3 0.529
O -0.5844 -4.0769 -2.6780 0.5 -2.8 1.1 -0.350
P 0.0381 -4.9865 -1.4608 -0.7 0.0 1.1 0.808
O -0.5382 -4.7717 -0.0885 0.5 -0.1 -2.3 -0.515
O -0.0936 -6.5319 -1.9972 1.6 2.6 0.2 -0.395
C -1.3478 -7.0421 -2.3913 -0.8 -0.6 0.5 -0.575
O 1.6086 -4.6214 -1.4994 -2.0 -2.0 -0.3 -0.409
C 2.0556 -3.3962 -0.9723 1.5 0.8 -0.5 0.404
H -1.8480 -2.4781 -2.8534 -0.2 -0.3 0.0 0.087
H -0.1582 -2.1167 -2.8521 0.2 0.2 0.4 -0.325
H -1.0105 -2.5560 -1.3106 0.2 0.0 -0.1 -0.030
H -1.2818 -7.6015 -3.3245 0.2 0.5 -0.2 0.240
H -2.1104 -6.2639 -2.4226 0.0 -0.1 -0.3 0.250
H -1.6400 -7.7788 -1.6429 -0.1 0.1 0.1 0.273
H 2.2060 -2.7502 -1.8372 0.0 0.4 0.1 -0.179
H 3.0388 -3.6406 -0.5702 0.0 0.3 0.2 0.388
H 1.4799 -2.8358 -0.2356 -0.5 -0.6 0.0 -0.300
C -6.5364 2.2830 1.2635 0.2 -0.5 0.0 -0.293
O -5.5349 3.1265 1.9206 0.7 -0.9 0.0 -0.400
P -4.1173 2.4728 2.4205 -2.6 0.5 1.7 0.691
O -3.3267 1.8281 1.3637 0.2 0.1 0.5 0.111
O -3.4043 3.7227 3.1198 -0.5 -1.3 -1.8 -0.286
C -4.0476 4.5569 4.0538 -0.2 0.7 1.6 -0.766
O -4.6656 1.5206 3.6929 2.6 2.7 -1.8 -0.339
C -4.9455 0.1574 3.5388 -1.9 -0.4 0.0 -0.476
H -6.9646 2.7906 0.3991 0.4 0.2 0.1 0.288
H -7.3640 1.9823 1.9060 0.2 0.6 0.5 0.250
H -6.1341 1.3253 0.9330 0.4 0.1 -0.3 -0.087
H -3.9553 5.6316 3.8974 0.5 -0.1 -0.9 0.252
H -3.5016 4.3812 4.9807 -0.6 -0.1 0.3 0.296
H -5.1257 4.4148 4.1279 0.1 -0.6 0.1 0.297
H -4.3332 -0.5399 4.1107 0.5 0.4 -0.1 0.150
H -5.0535 -0.1307 2.4932 0.3 -0.2 0.2 0.140
H -5.9429 0.1709 3.9782 -0.2 -1.0 0.0 0.342
C -3.7075 1.0939 -2.0951 0.0 -0.4 0.9 -0.284
O -3.7807 -0.3143 -2.4481 -1.5 -0.7 0.4 0.310
P -4.7592 -1.3183 -1.6124 1.6 1.5 1.2 0.422
O -6.0079 -0.7271 -1.0446 1.5 -0.7 -0.5 -0.760
O -4.9068 -2.4558 -2.6885 0.4 -0.2 0.3 -0.254
C -5.9228 -3.4256 -2.5924 -1.7 -1.3 0.1 -0.875
O -3.7070 -1.9713 -0.5006 -1.6 -0.5 -2.3 -0.298
C -3.3556 -1.3233 0.6914 0.5 0.8 0.0 0.813
H -4.3811 1.3082 -1.2654 -0.1 0.0 0.0 0.092
H -3.9833 1.7618 -2.9112 0.3 -0.5 -0.3 0.228
H -2.6885 1.2177 -1.7283 0.0 0.4 -0.3 0.089
H -6.5184 -3.4715 -3.5041 0.1 0.6 -0.1 0.288
H -6.6130 -3.3047 -1.7574 0.1 0.7 0.0 0.346
H -5.6366 -4.4700 -2.4683 1.3 0.2 0.0 0.280
H -2.3324 -0.9481 0.6704 0.2 0.2 -0.6 -0.272
H -3.3007 -2.0473 1.5043 -0.9 0.1 0.2 0.205
H -3.9969 -0.4462 0.7783 0.0 -0.3 0.8 -0.563
C -3.1425 -0.1379 -6.5942 -0.7 -0.5 -1.3 -0.814
O -2.9899 0.9046 -5.6772 1.9 1.5 2.1 -0.220
P -1.7417 1.9611 -5.7950 -0.2 0.2 -0.6 0.866
O -1.9037 2.8818 -6.9665 0.8 -1.5 1.8 -0.750
O -1.7211 2.7150 -4.3361 -0.4 -2.1 -2.2 -0.084
C -0.8219 3.7697 -4.0234 0.1 0.4 1.0 -0.633
O -0.4041 1.0158 -5.8468 -0.8 -0.7 0.8 -0.369
C -0.1379 -0.0405 -4.7927 -0.6 1.2 0.4 -0.148
H -3.1647 -1.1762 -6.2634 0.3 0.2 1.3 0.224
H -2.3500 -0.1533 -7.3424 -0.3 0.4 -0.4 0.368
H -4.1556 0.0332 -6.9580 0.3 -0.2 -0.9 0.327
H -1.4812 4.6041 -3.7843 0.5 0.2 0.0 0.293
H -0.0314 4.0783 -4.7075 -0.5 -0.4 -0.8 0.353
H -0.2743 3.4390 -3.1408 -0.2 0.1 0.3 0.102
H 0.2935 -0.9746 -5.1523 0.2 0.5 -0.9 0.365
H -1.0264 -0.3591 -4.2475 -0.5 0.4 -0.3 -0.034
H 0.5043 0.4052 -4.0331 0.2 0.0 -0.2 0.112
C 2.3408 0.7493 3.4229 0.7 -1.5 -0.2 0.239
O 2.0621 1.7402 4.3813 -1.7 1.6 0.6 -0.348
P 0.5335 2.2970 4.5387 0.2 0.3 0.7 0.297
O -0.1816 2.4113 3.2566 -0.1 -0.6 0.0 0.335
O -0.1490 1.4169 5.7142 1.7 2.1 -1.5 -0.423
C -1.0060 0.3536 5.4358 -1.3 -1.3 0.5 -0.282
O 0.6292 3.6974 5.3075 0.6 -0.1 -0.4 -0.370
C 0.9745 4.9266 4.5899 0.3 -0.1 -0.4 -0.574
H 2.6413 -0.1399 3.9772 -0.3 -0.3 0.0 0.206
H 3.2344 0.9700 2.8392 -0.2 0.7 -0.1 -0.291
H 1.5206 0.4928 2.7523 -0.1 0.3 0.0 0.021
H -0.6870 -0.4288 6.1244 -0.3 -0.2 -0.2 0.293
H -1.0549 -0.0524 4.4254 0.6 0.5 0.0 -0.133
H -2.0286 0.6397 5.6819 -0.1 0.1 0.2 0.347
H 1.1379 4.7523 3.5264 -0.1 -0.2 0.0 0.179
H 1.8830 5.3816 4.9846 0.1 -0.5 0.3 0.295
H 0.2020 5.6904 4.6786 -0.3 -0.5 0.2 0.263
C 6.4624 0.8787 -2.8346 1.7 0.7 -0.1 -0.797
O 5.3955 0.0164 -3.1295 -3.1 -0.2 -0.7 -0.334
P 3.9846 0.5400 -3.7827 -0.5 1.5 0.5 0.319
O 3.2731 1.6990 -3.1251 1.2 -2.1 -0.7 -0.373
O 3.0348 -0.7624 -3.9518 1.3 1.7 0.2 0.566
C 3.5281 -1.9056 -4.6647 0.4 -0.7 1.2 -1.006
O 4.4491 0.9033 -5.2737 0.1 -0.2 0.4 -0.349
C 3.5930 1.6135 -6.1647 -1.0 0.2 -1.0 -0.563
H 7.0419 1.0477 -3.7422 -0.1 0.1 -0.1 0.351
H 7.1359 0.3740 -2.1419 -0.3 -0.2 0.1 0.257
H 6.2331 1.8486 -2.3932 -0.7 -0.1 -0.1 0.279
H 4.1762 -1.7010 -5.5169 -0.5 0.4 -0.2 0.373
H 2.6494 -2.5215 -4.8559 0.2 0.1 -0.4 0.275
H 4.1553 -2.4394 -3.9507 0.0 -0.3 -0.1 0.294
H 3.7920 2.6825 -6.2404 0.4 -0.1 0.5 0.319
H 2.5228 1.5220 -5.9791 0.0 -0.2 0.7 0.081
H 3.6685 1.2111 -7.1748 0.6 -0.2 0.1 0.288
C 0.0052 -2.1027 2.3998 -0.5 -0.7 -0.8 -0.704
O 0.1264 -1.8590 3.8172 0.3 -0.5 0.3 0.310
P 0.1207 -3.0876 4.8681 0.6 -0.9 0.0 0.681
O 0.5898 -4.3876 4.3303 -0.1 1.3 0.3 -0.715
O 0.9283 -2.5309 6.1663 -3.0 0.6 -0.8 -0.364
C 2.3112 -2.5080 6.2993 1.6 -1.9 -0.8 -0.738
O -1.3891 -3.1660 5.4190 2.2 0.8 0.9 -0.341
C -2.3368 -3.9236 4.7220 -1.1 -0.2 -0.3 -0.496
H 0.9478 -2.3254 1.8998 0.2 0.0 0.5 0.241
H -0.4334 -1.2711 1.8483 0.2 0.6 0.7 -0.017
H -0.6653 -2.9327 2.1771 0.1 -0.3 0.3 0.568
H 2.6144 -3.3076 6.9751 -0.2 0.1 0.4 0.271
H 2.7983 -1.5959 6.6440 -0.8 0.4 -0.3 0.291
H 2.7211 -2.8776 5.3594 0.5 0.5 -0.2 0.325
H -3.1483 -4.1092 5.4256 -0.1 0.2 -0.1 0.260
H -2.0121 -4.9045 4.3748 0.5 0.2 -0.1 0.324
H -2.6703 -3.2936 3.8973 -0.4 -0.4 -0.2 0.051
```
Positions in Å, forces in eV/Å.

total charge: 0
multiplicity: 1
Kohn-Sham gap: 8.2 eV